Record 1
{
  "formula": "C5H22N2O5",
  "method": "wB97M-V/def2-TZVPD",
  "smiles": "CCNC[C@@H](N)CO.O.O.O.O",
  "total_charge": 0,
  "lumo_ha": 0.0018,
  "orbital_gap_ev": 8.2,
  "symbols": ["N", "C", "C", "O", "C", "N", "C", "C", "H", "H", "H", "H", "H", "H", "H", "H", "H", "H", "H", "H", "H", "H", "H", "H", "O", "H", "H", "O", "H", "H", "O", "H", "H", "O"],
  "xyz": [[-2.49, 0.73, -1.94], [-1.20, -0.03, -2.10], [-0.14, 1.03, -1.84], [1.24, 0.58, -2.12], [-1.19, -1.20, -1.10], [-0.15, -2.17, -1.46], [1.09, -2.68, -0.70], [1.20, -2.05, 0.66], [-2.63, 1.00, -0.97], [-3.23, 0.12, -2.25], [-1.27, -0.32, -3.17], [-0.25, 1.82, -2.57], [0.04, 1.47, -0.87], [1.21, -0.32, -2.45], [-0.75, -0.60, -0.29], [-2.02, -1.75, -0.67], [0.18, -1.95, -2.39], [0.80, -3.74, -0.68], [1.88, -2.62, -1.45], [0.21, -1.86, 1.08], [1.74, -2.69, 1.35], [1.68, -1.08, 0.61], [-1.32, 1.31, 1.89], [-1.01, 0.13, 1.18], [-1.81, 0.57, 1.47], [1.74, 3.02, 0.26], [1.55, 3.16, 1.72], [1.60, 2.49, 1.04], [0.20, 1.64, 2.56], [-0.26, 3.00, 2.40], [-0.39, 2.28, 3.03], [1.91, 0.56, 2.94], [0.75, 0.11, 3.86], [1.12, 0.02, 2.96]],
  "nbo_charge": [-0.838, -0.088, -0.080, -0.750, -0.231, -0.661, -0.213, -0.634, 0.374, 0.356, 0.197, 0.188, 0.188, 0.459, 0.159, 0.208, 0.329, 0.190, 0.189, 0.213, 0.220, 0.217, 0.470, 0.452, -0.951, 0.485, 0.462, -0.942, 0.490, 0.460, -0.942, 0.482, 0.488, -0.946]
}

***

Record 2
{
  "formula": "C5H22N2O6",
  "method": "wB97M-V/def2-TZVPD",
  "smiles": "C=NCC[C@H](N)CO.O.O.O.O.O",
  "total_charge": 0,
  "lumo_ha": 0.0162,
  "orbital_gap_ev": 9.9,
  "symbols": ["C", "O", "C", "C", "C", "C", "N", "N", "H", "H", "H", "H", "H", "H", "H", "H", "H", "H", "H", "H", "H", "H", "O", "H", "H", "O", "H", "H", "O", "H", "H", "O", "H", "H", "O"],
  "xyz": [[-0.96, -0.30, 1.80], [-0.52, -1.58, 2.27], [-1.37, -0.41, 0.32], [-1.79, 0.97, -0.20], [-1.73, 1.19, -1.70], [0.62, 1.30, -1.61], [-0.41, 1.26, -2.32], [-2.44, -1.36, 0.09], [-0.14, 0.41, 1.88], [-1.83, -0.05, 2.42], [0.37, -1.70, 1.92], [-0.43, -0.73, -0.14], [-1.31, 1.76, 0.38], [-2.83, 1.13, 0.14], [-2.31, 0.44, -2.22], [-2.12, 2.20, -1.86], [0.74, 1.24, -0.51], [1.63, 1.34, -2.02], [-2.28, -2.27, 0.49], [-3.36, -1.02, 0.29], [2.22, 1.58, 1.20], [3.33, 0.58, 1.43], [2.89, 1.33, 1.85], [2.33, 3.52, 2.30], [0.90, 3.98, 2.73], [1.55, 4.01, 2.02], [-1.76, -2.34, -3.04], [-1.53, -1.86, -1.63], [-1.05, -2.21, -2.41], [2.24, -1.08, -0.49], [2.41, -1.80, 0.69], [2.40, -0.86, 0.44], [0.84, -3.48, -1.41], [0.92, -2.05, -1.74], [1.43, -2.73, -1.26]],
  "nbo_charge": [-0.070, -0.731, -0.090, -0.441, -0.252, -0.075, -0.370, -0.881, 0.176, 0.176, 0.470, 0.187, 0.220, 0.210, 0.207, 0.215, 0.131, 0.167, 0.390, 0.375, 0.466, 0.496, -0.965, 0.491, 0.470, -0.961, 0.480, 0.497, -0.995, 0.490, 0.485, -0.970, 0.494, 0.494, -0.985]
}

***

Record 3
{
  "formula": "C5H22NO6",
  "method": "wB97M-V/def2-TZVPD",
  "total_charge": 1,
  "lumo_ha": -0.0954,
  "orbital_gap_ev": 11.0,
  "symbols": ["O", "C", "C", "C", "C", "C", "N", "H", "H", "H", "H", "H", "H", "H", "H", "H", "H", "H", "H", "H", "H", "O", "H", "H", "O", "H", "H", "O", "H", "H", "O", "H", "H", "O"],
  "xyz": [[1.47, 0.67, 1.86], [0.39, 0.42, 2.30], [-0.88, 0.20, 1.47], [-1.28, -1.27, 1.46], [-1.63, -2.01, 0.16], [-0.35, -2.47, -0.57], [-0.66, 0.71, 0.08], [0.24, 0.10, 3.36], [-1.63, 0.88, 1.87], [-2.11, -1.45, 2.16], [-0.55, -1.90, 2.00], [-2.17, -2.89, 0.45], [-2.21, -1.38, -0.51], [0.38, -1.66, -0.69], [-0.55, -2.95, -1.51], [0.12, -3.25, 0.03], [-1.35, 1.43, -0.22], [0.26, 1.17, -0.13], [-0.60, 0.01, -0.65], [-3.50, 2.76, -0.19], [-3.23, 2.17, -1.58], [-2.85, 2.28, -0.70], [1.80, 2.95, 1.37], [1.45, 3.08, -0.09], [1.11, 3.29, 0.79], [4.02, -0.27, 1.40], [4.47, -0.70, 0.01], [4.16, 0.07, 0.51], [2.01, 0.98, -1.81], [2.81, 0.72, -0.46], [1.97, 1.03, -0.85], [-0.83, -1.53, -3.88], [0.20, -0.42, -4.01], [-0.49, -0.75, -3.42]],
  "nbo_charge": [-0.514, 0.459, -0.155, -0.434, -0.402, -0.610, -0.747, 0.139, 0.240, 0.245, 0.225, 0.237, 0.199, 0.191, 0.225, 0.217, 0.474, 0.492, 0.442, 0.502, 0.500, -0.970, 0.479, 0.480, -0.954, 0.494, 0.484, -0.947, 0.483, 0.528, -1.008, 0.484, 0.479, -0.960]
}

***

Record 4
{
  "formula": "C5H22NO7",
  "method": "wB97M-V/def2-TZVPD",
  "total_charge": -1,
  "lumo_ha": 0.1217,
  "orbital_gap_ev": 9.2,
  "symbols": ["C", "O", "C", "C", "C", "C", "O", "N", "H", "H", "H", "H", "H", "H", "H", "H", "H", "H", "H", "H", "H", "H", "O", "H", "H", "O", "H", "H", "O", "H", "H", "O", "H", "H", "O"],
  "xyz": [[1.56, 0.82, 1.14], [1.26, 2.19, 0.82], [1.37, -0.14, -0.01], [0.97, -1.50, 0.50], [0.10, -2.24, -0.51], [-1.38, -1.98, -0.19], [-2.17, -2.52, -1.26], [2.67, -0.19, -0.89], [0.79, 0.57, 1.91], [2.49, 0.85, 1.75], [0.46, 2.34, 0.25], [0.62, 0.30, -0.65], [1.90, -2.10, 0.73], [0.30, -1.46, 1.36], [0.27, -3.34, -0.44], [0.36, -2.01, -1.53], [-1.73, -2.54, 0.67], [-1.37, -0.90, 0.08], [3.41, -0.56, -0.32], [2.87, 0.78, -1.05], [0.32, 2.57, 2.71], [-1.07, 1.89, 3.27], [-0.18, 2.26, 3.47], [-1.60, 2.84, 0.07], [-2.00, 1.46, -1.35], [-1.27, 1.93, 0.07], [-2.77, -1.79, -1.60], [-1.42, 0.57, -2.55], [-2.21, 1.02, -2.24], [-1.74, 1.12, 1.32], [-2.87, 1.61, 2.06], [-2.19, 0.95, 2.23], [1.70, -0.99, -2.84], [2.59, -2.06, -2.38], [2.12, -1.78, -3.20]],
  "nbo_charge": [-0.090, -0.811, -0.092, -0.420, -0.418, -0.075, -0.745, -0.876, 0.187, 0.176, 0.524, 0.220, 0.194, 0.224, 0.189, 0.214, 0.160, 0.194, 0.343, 0.365, 0.489, 0.505, -1.030, 0.439, 0.518, -1.245, 0.488, 0.452, -1.028, 0.516, 0.453, -1.019, 0.477, 0.473, -0.951]
}

***

Record 5
{
  "formula": "C5H22O5",
  "method": "wB97M-V/def2-TZVPD",
  "smiles": "CCCCC.O.O.O.O.O",
  "total_charge": 0,
  "lumo_ha": 0.0182,
  "orbital_gap_ev": 10.9,
  "symbols": ["C", "C", "C", "C", "C", "H", "H", "H", "H", "H", "H", "H", "H", "H", "H", "H", "H", "H", "H", "O", "H", "H", "O", "H", "H", "O", "H", "H", "O", "H", "H", "O"],
  "xyz": [[-0.23, 2.30, -0.67], [0.56, 1.24, -1.46], [-0.20, 0.06, -2.12], [-1.38, -0.57, -1.36], [-0.99, -0.78, 0.12], [0.51, 3.17, -0.59], [-0.42, 1.91, 0.44], [-1.08, 2.65, -1.15], [1.41, 0.74, -0.90], [1.06, 1.78, -2.30], [-0.58, 0.34, -3.14], [0.58, -0.76, -2.32], [-2.38, 0.03, -1.17], [-1.68, -1.51, -1.86], [-1.62, -1.49, 0.67], [0.09, -1.08, 0.13], [-1.06, 0.19, 0.61], [0.27, -2.34, 3.19], [0.07, -1.33, 2.15], [0.63, -2.07, 2.37], [-3.24, -1.07, 0.49], [-4.47, -1.16, -0.09], [-3.80, -1.58, 0.07], [1.41, 0.67, 1.98], [0.06, 1.41, 1.95], [0.47, 0.62, 2.33], [3.52, 1.05, 0.72], [2.20, 0.95, 0.14], [2.63, 1.36, 0.89], [2.93, -1.82, -0.33], [2.35, -1.66, 1.02], [2.40, -1.25, 0.17]],
  "nbo_charge": [-0.597, -0.380, -0.407, -0.401, -0.653, 0.221, 0.171, 0.212, 0.163, 0.211, 0.204, 0.207, 0.187, 0.219, 0.202, 0.233, 0.200, 0.466, 0.500, -0.969, 0.452, 0.440, -0.886, 0.507, 0.459, -0.979, 0.479, 0.474, -0.944, 0.470, 0.502, -0.962]
}

***

Record 6
{
  "formula": "C5H23N2O4",
  "method": "wB97M-V/def2-TZVPD",
  "total_charge": 1,
  "lumo_ha": -0.1091,
  "orbital_gap_ev": 10.2,
  "symbols": ["N", "C", "C", "C", "C", "C", "N", "H", "H", "H", "H", "H", "H", "H", "H", "H", "H", "H", "H", "H", "H", "H", "H", "H", "O", "H", "H", "O", "H", "H", "O", "H", "H", "O"],
  "xyz": [[0.30, 0.12, 0.38], [-0.64, -0.69, -0.47], [-1.91, -0.86, 0.26], [-2.75, 0.39, 0.28], [-2.74, -2.06, -0.35], [-0.83, -0.21, -1.99], [0.09, 0.90, -2.34], [1.22, 0.29, 0.00], [0.53, -0.36, 1.35], [-0.07, 1.07, 0.59], [-0.21, -1.79, -0.60], [-1.69, -1.17, 1.28], [-3.87, 0.27, 0.03], [-2.32, 1.11, -0.49], [-2.88, 1.03, 1.25], [-2.20, -2.65, -1.12], [-3.82, -1.96, -0.65], [-2.85, -2.73, 0.45], [-1.97, 0.26, -2.26], [-0.70, -1.16, -2.62], [0.85, 0.59, -2.95], [-0.40, 1.59, -2.83], [2.39, -0.92, -1.24], [3.48, -1.03, -0.22], [2.58, -1.35, -0.44], [0.53, 3.47, -0.81], [1.32, 2.60, 0.19], [0.51, 3.12, 0.03], [2.25, -1.38, 2.12], [1.46, -1.95, 3.35], [1.41, -1.32, 2.57], [1.67, 1.81, 2.08], [3.18, 1.73, 1.83], [2.32, 1.40, 1.43]],
  "nbo_charge": [-0.752, -0.054, -0.277, -0.649, -0.619, -0.245, -0.877, 0.457, 0.488, 0.452, 0.237, 0.219, 0.246, 0.205, 0.235, 0.211, 0.238, 0.226, 0.226, 0.216, 0.368, 0.381, 0.469, 0.485, -0.941, 0.481, 0.480, -0.960, 0.493, 0.514, -0.970, 0.495, 0.509, -0.984]
}

***

Across the entries above, ΔE to the lowest compared entry with this formula, charge and spin takes the values 2.922 2.979 0.621 1.875 0.655 2.609 eV, respectively.
Across the entries above, DFT total energy takes the values -18757.2241 -20806.2909 -19311.2042 -21365.5665 -15776.9689 -16721.1478 eV, respectively.